Molecular formula: C18H36AlBBr3Cl4CsF5IN2O10S
Method: DFT, ωB97M-V with the def2-TZVPD basis set

The geometry in XYZ format:
```
83
C18H36AlBBr3Cl4CsF5IN2O10S ωB97M-V with the def2-TZVPD basis set
Cs 3.66955 2.32968 4.66608
I 1.36096 4.27254 6.78756
Br -1.90634 -6.01832 -5.60504
Br 0.49001 -5.66337 -7.72385
Br -0.00275 -8.46005 -6.30549
Cl -7.45651 2.80186 3.58049
Cl -6.51248 1.05763 1.48613
Cl -8.48993 0.12365 3.36000
Cl -5.77840 0.55126 4.22830
S 0.64879 6.85161 9.68717
Al -3.08520 1.98224 -1.82787
F 2.01888 1.93845 -4.21419
F 2.30776 -0.13049 -5.17774
F 3.10633 0.29038 -3.06267
F 5.91832 2.35904 2.72544
F 0.83706 0.12428 -3.42558
O -2.84692 -1.11717 2.32344
O 1.58044 7.49015 10.61191
O -2.18741 -1.39588 -8.45514
O 0.68740 5.39132 9.79874
O 1.47421 3.44364 4.93215
O 1.01973 7.21805 8.31759
O -0.69298 7.31846 10.02203
O 1.38484 -3.61343 -2.74669
O 0.59332 1.69219 5.98657
O 1.48593 -1.97443 -1.22802
N 0.94613 1.25191 3.79107
N -0.48908 -2.24652 -6.99426
C 2.00408 2.38760 0.25310
C -1.68405 -1.87807 2.59280
C 2.83014 0.14633 2.39211
C 3.42912 1.88362 0.52625
C 0.96731 2.11849 4.94517
C -2.48779 0.33537 0.42760
C 0.56116 -3.93188 -3.87329
C -7.06369 1.13405 3.17500
C -2.60295 0.20888 1.95212
C -0.80330 -3.30581 -3.56979
C 1.09584 1.42319 -0.51531
C 3.70200 1.39646 1.92320
C -0.39478 -2.08092 -2.75438
C 0.00640 0.68360 0.24397
C -1.36192 1.28088 0.00424
C 0.90496 -2.52086 -2.10823
C 2.10184 0.27401 3.76988
C -0.81945 -6.85564 -6.95693
B 2.09861 0.56294 -3.98946
H -2.26071 -0.64443 0.02537
H -1.84337 -2.88343 2.22983
H 2.12551 3.25825 -0.37943
H 1.70804 0.64123 -0.94365
H 0.14154 0.60635 1.31586
H 0.00212 -0.32934 -0.14885
H 4.74895 1.08607 1.94943
H -0.16815 -1.21886 -3.38728
H 1.73235 -0.69118 4.08214
H -1.50832 -1.93972 3.66146
H 0.92294 1.77390 2.92680
H 4.09196 2.72690 0.37635
H -1.42627 -1.71409 -7.11828
H -1.38657 -3.07016 -4.45768
H 3.47504 -0.71434 2.50587
H -0.64025 -3.18789 -6.63561
H 0.17987 -1.75103 -6.40232
H 1.52451 2.75543 1.16359
H -3.46051 0.78201 2.28503
H 0.51716 -5.01092 -3.98945
H 3.73089 1.14269 -0.20385
H -1.12218 -1.80239 -1.99419
H -1.39241 -3.99367 -2.96175
H -0.79722 -1.46888 2.11905
H -3.47860 0.66227 0.07679
H -0.13431 -2.28987 -7.94448
H 0.60047 1.93057 -1.33388
H -2.06241 -2.17281 -9.01805
H 3.64750 2.20665 2.67713
H 1.03514 -3.50525 -4.76218
H -1.47373 2.19414 0.59259
H -1.48762 -7.13163 -7.75773
H -1.41039 1.51382 -1.08285
H -1.72869 0.59241 2.47195
H 2.87821 0.60383 4.50675
H 2.15428 -0.08755 1.57935
```

Calculated values
Frontier orbital gap in eV: 0.74
Largest force on an atom in eV Å⁻¹: 8.2
LUMO energy in eV: -6.87
Charge: 0
E_tot in eV: -343256.765

Molecular formula: C18H36Br14O2S
Method: DFT, ωB97M-V with the def2-TZVPD basis set

The geometry in XYZ format:
```
71
C18H36Br14O2S ωB97M-V with the def2-TZVPD basis set
Br 5.40246 0.98258 6.68160
Br 0.60514 -5.75727 3.00580
Br -2.99710 -6.51564 9.76875
Br 6.63891 -1.45248 -5.05211
Br -2.77476 -3.79039 7.76264
Br -5.36405 0.60704 -9.65599
Br -5.78111 6.73133 0.30647
Br 3.11779 7.75813 -6.33464
Br -2.83534 -8.45072 1.00100
Br 8.86624 -2.69156 -1.81523
Br 4.68582 -3.26971 8.57460
Br -1.79540 -2.44855 -9.37357
Br 4.54981 4.78770 -8.00055
Br -6.47421 7.17452 3.60568
S -0.90393 0.70659 -2.18882
O 0.23032 0.00792 -2.81498
O -1.58626 1.64584 -3.05519
C -1.96977 -0.37359 -1.13690
C -1.68782 -4.06172 9.34371
C -1.57999 -6.85838 1.29815
C -3.52197 -0.16341 -9.78220
C -1.69935 -0.10290 0.29438
C 2.64671 5.44602 -7.83213
C 2.30989 6.02867 -6.44250
C 8.15259 -0.92998 -2.44004
C -0.36077 0.69418 0.46977
C -0.30729 -7.37429 2.17131
C 6.71374 -1.16499 -3.05094
C -6.82710 8.65205 2.33260
C -1.28992 -5.51964 9.57268
C -3.43607 -1.35763 -8.83216
C 5.04773 -1.35343 8.29482
C 4.77891 -0.85313 6.90765
C -7.28892 7.85341 1.05686
C -0.32722 1.72310 -0.69337
H -3.37585 -0.40163 -10.83577
H -2.43280 0.61427 0.66291
H -2.92014 0.11187 -1.35879
H -2.00658 -1.34328 -1.63334
H -8.12397 7.21187 1.33832
H 8.87888 -0.41693 -3.07041
H 0.51390 0.04393 0.45491
H -7.63451 8.45054 0.21300
H 2.21275 6.12133 -8.56950
H 6.03323 -1.89356 -2.61028
H 2.07364 4.51887 -7.84045
H 3.70659 -0.82508 6.71420
H 8.16816 -0.35988 -1.51115
H -2.03281 -3.58550 10.26148
H 5.16238 -1.53611 6.14964
H -2.70379 0.52788 -9.58019
H -2.15192 -6.03913 1.73384
H 6.19360 -0.22779 -2.85290
H -0.24146 1.19658 1.42970
H 1.24585 6.18247 -6.26285
H 0.40526 -7.64365 1.39168
H -0.82160 -5.66435 10.54625
H -1.00332 2.53437 -0.42352
H -4.28427 -2.04082 -8.87587
H -0.73989 -3.56819 9.12929
H -5.92525 9.26389 2.31207
H 6.06161 -1.15366 8.64158
H -0.25392 -8.09670 2.98579
H -0.62247 -5.71053 8.73234
H -1.27889 -6.50181 0.31312
H -3.22855 -0.97239 -7.83384
H 4.47108 -0.88978 9.09521
H 2.62656 5.33641 -5.66237
H -7.69344 9.19189 2.71485
H 0.64410 2.20397 -0.80907
H -1.85964 -0.94870 0.96299
```

Calculated values
Frontier orbital gap in eV: 9.97
ΔE to the lowest compared entry with this formula, charge and spin in eV: 2.807
Structure (SMILES): O=S1(=O)CCCC1.BrCCBr.BrCCBr.BrCCBr.BrCCBr.BrCCBr.BrCCBr.BrCCBr
Largest force on an atom in eV Å⁻¹: 3.3
LUMO energy in eV: -0.06
Charge: 0
E_tot in eV: -1014771.700

Molecular formula: C18H36Br6O3
Method: DFT, ωB97M-V with the def2-TZVPD basis set

The geometry in XYZ format:
```
63
C18H36Br6O3 ωB97M-V with the def2-TZVPD basis set
Br -1.59113 3.46031 -3.07675
Br -0.64312 12.39163 -0.54652
Br -1.21655 -1.00769 -1.83111
Br -6.06406 -6.23075 -4.15990
Br -3.91022 12.38256 0.23719
Br -5.86894 -9.72094 -0.95014
O -3.78982 3.75055 5.88230
O 2.78432 -9.27103 1.76319
O 6.06139 1.93831 -1.16540
C -1.69792 3.39751 4.82575
C -1.90495 1.51239 -2.89158
C 6.64346 0.97173 -1.98934
C 1.69567 -8.41203 1.93604
C 1.98247 -8.60833 -0.33287
C -2.92546 4.61239 6.51793
C 6.17165 3.18999 -1.76082
C -0.67249 0.95828 -2.21852
C -6.63702 -8.37020 -2.29182
C -1.76017 10.99665 -1.35141
C -3.21084 3.36382 4.65485
C -5.46417 -7.53832 -2.76290
C -1.57296 4.18312 6.05798
C 6.48076 1.51787 -3.38878
C -2.96042 10.75717 -0.41341
C 3.14517 -9.46537 0.39284
C 0.90767 -8.57031 0.69624
C 6.13816 3.00985 -3.31192
H 6.95128 3.64418 -3.66485
H 1.10272 -8.71425 2.79928
H 2.05764 -7.40128 2.12434
H -1.17512 10.15195 -1.71515
H -3.55211 2.37964 4.33388
H 0.28626 -9.44934 0.86737
H -0.87416 4.99941 5.87508
H 2.41279 -7.61271 -0.44082
H 5.77751 0.84354 -3.87749
H 0.31226 -7.70936 0.39236
H -5.04884 -6.96637 -1.93316
H -7.18460 -8.95809 -3.02846
H -0.38995 1.41306 -1.26907
H -1.36194 2.37869 5.01864
H 0.14498 0.85972 -2.93276
H -7.34404 -7.74660 -1.74470
H -2.57904 10.15404 0.41054
H -2.06758 11.49269 -2.27204
H 4.06727 -9.02861 0.00933
H -1.24476 3.93730 3.99426
H 1.73122 -8.98416 -1.32470
H 6.14439 0.03293 -1.74917
H -2.79579 1.31869 -2.29411
H 5.27310 3.46528 -3.79396
H -3.68975 10.19957 -1.00098
H -4.59042 -8.09226 -3.10610
H 7.67723 0.83852 -1.67045
H 5.38078 3.93351 -1.66195
H -3.33088 5.52068 6.07213
H 7.00661 3.75321 -1.34401
H -1.12572 3.51705 6.79583
H 3.04105 -10.45714 -0.04722
H -3.49693 3.92674 3.76638
H -2.95188 4.62701 7.60752
H 7.45162 1.52047 -3.88427
H -2.13569 1.01314 -3.83264
```

Calculated values
Frontier orbital gap in eV: 9.57
ΔE to the lowest compared entry with this formula, charge and spin in eV: 3.986
Structure (SMILES): C1CCOC1.C1CCOC1.C1CCOC1.BrCCBr.BrCCBr.BrCCBr
Largest force on an atom in eV Å⁻¹: 3.9
LUMO energy in eV: 0.06
Charge: 0
E_tot in eV: -445643.075

Molecular formula: C18H36Cl18
Method: DFT, ωB97M-V with the def2-TZVPD basis set

The geometry in XYZ format:
```
72
C18H36Cl18 ωB97M-V with the def2-TZVPD basis set
Cl -3.75966 -2.63923 -29.31841
Cl -1.91193 0.22944 -27.51509
Cl 1.40309 -6.70501 -28.38247
Cl -6.96907 -6.26930 -26.43558
Cl -1.12445 -4.36757 -30.70740
Cl 0.33088 -4.70749 -27.06942
Cl -0.18032 -2.38643 -24.64135
Cl -1.06809 -2.21370 -27.44672
Cl -2.09129 -4.81253 -22.77269
Cl 1.23595 1.37713 -26.47599
Cl -1.65232 -5.90997 -27.88170
Cl 0.25659 -4.72163 -34.74759
Cl -3.88734 -5.37765 -27.14951
Cl -5.94732 -4.95531 -30.29377
Cl -3.01221 -3.62270 -33.10351
Cl -2.57384 -1.70014 -25.06901
Cl -5.46680 -0.68808 -27.95440
Cl -2.35965 -5.27062 -25.91886
C -0.01620 -4.37771 -32.10775
C -3.79520 -4.02827 -31.51877
C -6.48556 -4.71939 -27.09894
C -5.18232 -4.54305 -31.81663
C -1.12441 -6.75713 -29.27409
C 1.53703 -3.41140 -26.60233
C -1.48132 -6.30179 -23.48671
C 0.01322 0.29238 -25.67934
C -0.82068 -4.71244 -33.37630
C -0.63450 -0.67117 -26.69542
C -2.02860 -3.72441 -27.45138
C 0.04834 -7.73497 -28.99692
C 1.41421 -2.92796 -25.17172
C -2.67613 -3.98619 -28.79110
C -4.34964 -0.39011 -26.69174
C -3.69045 -1.74645 -26.37392
C -1.03918 -5.92621 -24.92499
C -5.34336 -4.83209 -28.04050
H -2.23115 -7.08549 -23.37876
H -1.65869 -4.06228 -33.62753
H 0.61067 -0.32572 -25.00917
H -0.27610 -8.52374 -28.31818
H 0.43071 -3.39470 -32.25626
H -0.61232 -6.79486 -25.42629
H -5.50822 -5.45799 -28.91752
H -4.90927 0.04141 -25.86185
H 1.44335 -2.54103 -27.25176
H 0.09723 -1.01781 -27.42516
H -0.64814 -6.03788 -29.94038
H -3.12805 -2.16525 -27.20843
H -0.97336 -1.59216 -26.22102
H -1.34646 -4.54424 -27.22628
H -0.69539 -6.59502 -22.79071
H -3.25862 -4.90745 -28.79923
H -7.36361 -4.39147 -27.65537
H 0.84025 -5.01016 -31.87408
H 2.51893 -3.85046 -26.77896
H -1.20470 -5.71609 -33.19377
H -2.02595 -4.01244 -29.66555
H -5.03025 -3.88011 -28.46923
H 1.87880 -3.61527 -24.46473
H -2.82108 -3.67216 -26.70483
H -4.01394 -3.11745 -30.96141
H -0.75173 0.80010 -25.09181
H 0.35672 -8.26742 -29.89663
H -1.99996 -7.13624 -29.80114
H -5.73432 -3.82810 -32.42675
H -6.32622 -4.00361 -26.29248
H -4.45175 -2.48260 -26.11583
H -5.06494 -5.51025 -32.30533
H -3.69883 0.38910 -27.08844
H 2.08734 -2.10174 -24.94290
H -3.09943 -4.72425 -31.05013
H -0.22440 -5.21232 -24.80425
```

Calculated values
Frontier orbital gap in eV: 7.62
ΔE to the lowest compared entry with this formula, charge and spin in eV: 39.599
Largest force on an atom in eV Å⁻¹: 19.8
LUMO energy in eV: 0.18
Charge: 0
E_tot in eV: -244616.838

Molecular formula: C18H36FNOPS
Method: DFT, ωB97M-V with the def2-TZVPD basis set

The geometry in XYZ format:
```
59
C18H36FNOPS ωB97M-V with the def2-TZVPD basis set
S 0.04337 1.06889 -1.94572
P 0.07355 2.81234 1.29942
F 2.47852 3.22767 0.24981
O 0.36101 4.29755 1.77516
N 1.98008 0.93552 -0.00867
C -1.81267 0.03921 2.38759
C 0.23996 -0.66251 -5.03821
C 3.07482 0.38681 0.91072
C 0.71712 -0.92482 2.68188
C 1.61021 -1.10508 -4.19633
C 1.34199 2.30723 -0.03547
C 0.69772 2.77362 -1.49453
C -0.70472 -0.57042 3.43690
C 1.08164 -1.89686 -2.86150
C 1.40712 -2.55227 -0.32494
C 1.41777 0.12997 -1.00730
C 1.76081 -1.41128 -1.44961
C -3.89686 0.63730 -1.74582
C -3.78455 0.62096 -0.07771
C 2.04868 -0.29113 3.39154
C 2.88449 0.78848 2.48776
C -3.11064 -0.92633 2.11581
C -3.55147 -0.89470 0.50243
H -0.00394 0.48751 -4.87736
H -1.36597 0.30618 1.31968
H -1.15424 -1.52317 3.98444
H -4.53635 -1.51664 0.38278
H 1.38391 -3.04236 -3.00362
H 2.38368 -1.69367 -4.85126
H 0.32811 -2.41405 0.16127
H -2.95618 -2.05446 2.45599
H -0.71513 -1.24810 -4.69392
H 1.35494 -3.59972 -0.89377
H -1.30857 2.66751 0.92147
H -4.88558 1.19271 -2.05759
H 3.20655 -0.77427 0.85139
H 0.84189 -2.11076 2.72634
H -0.14762 3.59444 -1.47472
H -0.46441 0.28529 4.21502
H -4.03284 -0.45733 2.71047
H 1.60279 3.04205 -2.19864
H -3.00770 1.29835 -2.18455
H 2.23775 -2.69596 0.50513
H 4.10131 0.86908 0.54158
H 2.09937 -0.09180 -3.81391
H -2.24284 1.05383 2.84589
H 3.98327 0.83060 2.95322
H 2.94088 -1.45118 -1.62005
H -3.76712 -0.42574 -2.22103
H 1.76796 0.27171 4.40590
H -2.72126 -1.41099 -0.16190
H 2.76331 -1.16710 3.70548
H -2.88105 1.36342 0.16132
H 0.27679 1.95255 2.47371
H 2.45183 1.88710 2.65380
H -0.08429 -1.88062 -2.70498
H 0.36317 -0.84122 -6.19576
H -4.74362 1.16876 0.37360
H 0.57323 -0.66212 1.55141
```

Calculated values
Frontier orbital gap in eV: 8.31
Largest force on an atom in eV Å⁻¹: 6.2
LUMO energy in eV: -4.74
Charge: +1
E_tot in eV: -45613.217

Molecular formula: C18H36N2O2
Method: DFT, ωB97M-V with the def2-TZVPD basis set

The geometry in XYZ format:
```
58
C18H36N2O2 ωB97M-V with the def2-TZVPD basis set
O 2.60534 -3.15080 0.72337
O -1.08359 -2.35203 -1.64536
N -0.18933 -0.31882 -1.93816
N -0.08006 -0.45764 -3.33872
C 2.56386 -0.75389 1.10583
C 3.93030 -0.48400 0.48036
C -3.64290 2.22327 0.28340
C -5.04289 1.85654 0.76299
C -5.38265 0.42944 0.34676
C 3.85553 2.58818 -0.41882
C -2.93879 -0.19118 0.41035
C -0.53164 -1.08030 0.33706
C 1.33983 2.99782 -0.52019
C 4.66930 0.68671 1.12759
C -4.34696 -0.54836 0.89300
C 3.98416 2.05216 1.01330
C -1.92902 -1.20784 0.95512
C 1.87761 -1.96906 0.46955
C 0.42137 -2.11787 0.94217
C -0.63503 -1.33351 -1.15916
C 2.53531 2.26824 -1.12570
C -2.61085 1.24225 0.83294
H -3.61752 2.19866 -0.80880
H 1.52360 4.06968 -0.49672
H 4.53993 -1.38416 0.58545
H -5.40045 0.36476 -0.74364
H 1.14361 2.66969 0.49871
H -1.85445 -1.09860 2.03976
H 3.96468 3.67536 -0.39975
H -0.94303 -0.13359 -3.77950
H -4.36766 -0.52583 1.98549
H 2.68443 -0.93815 2.17796
H 0.07363 -3.11120 0.64933
H -2.29631 -2.21328 0.73959
H -5.08560 1.93688 1.85172
H 1.89576 -1.87283 -0.62196
H -0.14367 -0.07490 0.51506
H -1.62101 1.52986 0.47344
H 3.81296 -0.30216 -0.58870
H 3.00459 2.01416 1.48891
H -6.37522 0.15966 0.71347
H -3.39286 3.23830 0.60041
H 5.66182 0.75840 0.67608
H 4.67906 2.19218 -1.01692
H 4.58593 2.75806 1.59102
H 1.92245 0.11837 0.99006
H 2.62924 2.56805 -2.17238
H 4.81031 0.46650 2.18952
H 2.61825 -3.30239 1.67571
H 2.35804 1.19245 -1.11160
H -2.92769 -0.24558 -0.68398
H -4.59532 -1.56275 0.57467
H -2.60148 1.30025 1.92427
H -0.01226 -1.45840 -3.53220
H 0.38794 -2.04986 2.03359
H 0.44270 2.82438 -1.11300
H -5.77441 2.55239 0.34693
H 0.30271 0.47811 -1.56262
```

Calculated values
Frontier orbital gap in eV: 10.30
ΔE to the lowest compared entry with this formula, charge and spin in eV: 1.549
Structure (SMILES): CCCCCCC[C@@H](O)C[C@H](CC1CCCCC1)C(=O)NN
Largest force on an atom in eV Å⁻¹: 0.7
LUMO energy in eV: 0.80
Charge: 0
E_tot in eV: -26326.249